# 1
Below is a molecular structure, C31H51ClP2Pb, with properties calculated with ωB97M-V/def2-TZVPD.

**Spin multiplicity**: 1
**Molar mass**: 728.4 g/mol
**Total charge**: +2
**LUMO level**: -8.37 eV
**ΔE to the lowest compared entry with this formula, charge and spin**: 179.46 kJ/mol
**HOMO-LUMO gap**: 3.50 eV

Cartesian coordinates (Å):
Pb1 -0.277 -0.002 -0.225
C1 1.323 -1.904 0.448
C2 1.761 -1.442 -0.864
C3 2.200 0.240 0.693
C4 1.668 -0.887 1.404
C5 2.303 -0.110 -0.711
C6 0.902 -3.320 0.761
H1 0.326 -3.835 -0.037
H2 0.310 -3.447 1.688
H3 1.819 -3.924 0.905
C7 1.698 -1.053 2.878
H4 1.228 -1.981 3.228
H5 1.224 -0.235 3.434
H6 2.745 -1.059 3.213
C8 2.803 1.475 1.308
H7 3.894 1.330 1.411
H8 2.435 1.683 2.327
H9 2.675 2.415 0.726
C9 3.251 0.608 -1.620
H10 4.239 0.158 -1.419
H11 3.362 1.684 -1.392
H12 3.084 0.532 -2.710
C10 2.133 -2.437 -1.886
H13 2.988 -2.971 -1.441
H14 2.460 -1.994 -2.830
H15 1.363 -3.196 -2.096
C11 -2.178 -0.860 -2.971
C12 -1.439 -1.995 -2.937
C13 -1.178 -2.817 -4.175
C14 -0.144 -2.152 -5.146
C15 0.368 -0.790 -4.706
C16 -0.404 0.308 -4.783
C17 -1.838 0.255 -5.261
C18 -2.839 -0.362 -4.231
H16 -2.121 -2.996 -4.726
H17 -0.655 -2.026 -6.117
H18 -0.807 -3.815 -3.872
H19 -3.400 -1.174 -4.724
H20 -2.292 -0.173 -2.120
H21 -0.912 -2.372 -2.048
H22 -3.580 0.409 -3.953
H23 -2.157 1.273 -5.547
H24 0.027 1.312 -4.658
H25 -1.890 -0.353 -6.182
H26 0.700 -2.840 -5.339
H27 1.445 -0.710 -4.481
P1 -2.120 -1.055 1.347
C19 -1.606 -1.429 2.992
H28 -2.561 -1.670 3.461
H29 -1.170 -0.616 3.574
H30 -0.937 -2.291 3.051
C20 -3.468 0.075 1.482
H31 -4.112 -0.463 2.185
H32 -3.991 0.204 0.528
H33 -3.196 1.051 1.897
C21 -2.753 -2.593 0.788
H34 -3.310 -2.488 -0.141
H35 -3.428 -2.837 1.613
H36 -1.990 -3.370 0.694
P2 -0.422 2.538 -0.888
C22 0.999 3.145 -1.752
H37 0.535 3.972 -2.294
H38 1.541 2.484 -2.429
H39 1.700 3.562 -1.013
C23 -2.052 2.917 -1.468
H40 -2.129 2.752 -2.544
H41 -2.116 3.987 -1.240
H42 -2.869 2.403 -0.933
C24 -0.338 3.706 0.427
H43 -0.326 4.633 -0.143
H44 0.582 3.642 1.000
H45 -1.224 3.647 1.049
Cl1 -0.047 0.058 5.423
C25 -0.230 1.720 4.963
C26 -0.195 2.540 6.065
C27 -0.276 3.929 5.984
C28 -0.384 4.498 4.723
C29 -0.422 3.727 3.591
C30 -0.408 2.297 3.650
C31 -0.305 1.579 2.455
H46 -0.096 2.113 7.056
H47 -0.249 4.547 6.883
H48 -0.440 5.577 4.617
H49 -0.483 4.271 2.652
H50 0.555 1.890 1.774
H51 -0.212 0.472 2.526

Atom charges from the Mulliken analysis, given in e for atoms 1 to 8: number 1, Pb, carries 0.22; number 2, C, carries 0.54; number 3, C, carries 0.89; number 4, C, carries 0.47; number 5, C, carries 1.26; number 6, C, carries 0.74; number 7, C, carries -2.12; number 8, H, carries 0.31

---

# 2
Below is a molecular structure, C31H51MnN6O2P2S2, with properties calculated with ωB97M-V/def2-TZVPD.

**Spin multiplicity**: 6
**Molar mass**: 720.8 g/mol
**Total charge**: +1
**LUMO level (alpha / beta)**: -2.85 / -2.93 eV
**HOMO-LUMO gap (alpha / beta)**: 7.34 / 7.77 eV

Cartesian coordinates (Å):
Mn1 -0.052 -0.352 -0.119
C1 1.246 1.018 3.136
P1 1.753 0.238 1.553
C2 2.626 1.689 0.812
N1 3.848 1.950 1.203
C3 4.456 3.075 0.770
C4 5.787 3.353 1.149
C5 6.370 4.517 0.738
C6 5.651 5.446 -0.049
C7 4.363 5.202 -0.431
C8 3.743 3.997 -0.037
N2 2.484 3.714 -0.431
C9 1.938 2.580 -0.074
P2 0.213 2.193 -0.639
C10 -0.666 3.526 0.272
C11 0.070 2.709 -2.453
C12 0.900 1.681 -3.231
C13 0.507 4.128 -2.809
C14 -1.411 2.562 -2.820
C15 3.030 -1.042 2.073
C16 3.686 -1.516 0.766
C17 2.198 -2.160 2.714
C18 4.096 -0.621 3.085
H1 2.120 1.403 3.659
H2 0.734 0.278 3.751
H3 0.559 1.839 2.926
H4 6.312 2.633 1.762
H5 7.391 4.738 1.018
H6 6.137 6.363 -0.354
H7 3.807 5.907 -1.035
H8 -0.164 4.477 0.107
H9 -0.666 3.299 1.339
H10 -1.699 3.583 -0.069
H11 1.963 1.766 -2.994
H12 0.781 1.839 -4.305
H13 0.581 0.661 -3.006
H14 1.553 4.297 -2.596
H15 -0.082 4.879 -2.279
H16 0.344 4.273 -3.880
H17 -1.779 1.557 -2.612
H18 -1.531 2.748 -3.889
H19 -2.030 3.286 -2.288
H20 2.944 -1.659 -0.026
H21 4.210 -2.462 0.917
H22 4.410 -0.777 0.420
H23 1.773 -1.828 3.664
H24 2.838 -3.020 2.923
H25 1.376 -2.472 2.070
H26 4.658 0.238 2.750
H27 4.785 -1.461 3.209
H28 3.661 -0.402 4.063
O1 0.729 -1.310 -1.770
N3 0.926 -2.577 -1.815
N4 0.588 -3.185 -0.760
O2 0.095 -2.590 0.300
C19 0.774 -4.609 -0.716
C20 1.639 -5.143 0.224
C21 1.822 -6.515 0.272
C22 1.135 -7.340 -0.609
C23 0.267 -6.792 -1.540
C24 0.083 -5.419 -1.601
H29 2.168 -4.487 0.899
H30 2.507 -6.942 0.992
H31 1.279 -8.412 -0.571
H32 -0.276 -7.434 -2.220
H33 -0.582 -4.973 -2.328
C25 -4.667 2.402 -0.890
C26 -4.220 1.398 0.166
N5 -4.640 0.037 -0.152
C27 -3.926 -0.804 -0.920
S1 -2.327 -0.512 -1.398
N6 -4.507 -1.938 -1.329
C28 -5.927 -2.268 -1.265
C29 -6.717 -1.672 -2.427
H34 -4.370 3.408 -0.594
H35 -5.752 2.389 -1.006
H36 -4.209 2.171 -1.853
H37 -4.641 1.658 1.138
H38 -3.135 1.392 0.244
H39 -5.634 -0.130 -0.102
H40 -3.944 -2.471 -1.973
H41 -6.333 -1.941 -0.306
H42 -5.999 -3.354 -1.278
H43 -6.663 -0.582 -2.424
H44 -7.763 -1.969 -2.365
H45 -6.314 -2.027 -3.376
C30 -2.513 -0.021 3.140
S2 -1.414 -1.218 2.331
C31 -2.632 -2.495 1.949
H46 -3.401 0.124 2.527
H47 -1.972 0.918 3.237
H48 -2.790 -0.387 4.126
H49 -3.065 -2.867 2.876
H50 -2.095 -3.291 1.439
H51 -3.406 -2.088 1.301

Atom charges from the Mulliken analysis, given in e for atoms 1 to 8: number 1, Mn, carries 0.94; number 2, C, carries -1.38; number 3, P, carries 0.91; number 4, C, carries 0.08; number 5, N, carries 0.03; number 6, C, carries 0.11; number 7, C, carries -0.47; number 8, C, carries -0.55

---

Among the records above, which one has the highest spin multiplicity?
C31H51MnN6O2P2S2